No. 1
C3H9NO3 | ωB97M-V/def2-TZVPD

SMILES	NCCC(=O)O.O
HOMO level	-9.78	eV
HOMO-LUMO gap	10.406	eV
LUMO	0.63	eV
energy above the lowest of the compared OMol25 structures with the same formula, charge and spin	20.2	kcal/mol
E_tot	-10889.70693	eV
multiplicity	1

Positions of all 16 atoms, in Å:
N: 0.297 0.987 2.077
C: 0.261 0.464 0.688
C: -0.888 1.044 -0.127
C: -0.633 0.702 -1.567
O: -0.256 1.482 -2.404
O: -0.769 -0.623 -1.838
H: -0.099 1.928 2.036
H: 1.267 1.139 2.333
H: 1.206 0.688 0.174
H: 0.174 -0.621 0.725
H: -0.911 2.127 -0.101
H: -1.837 0.667 0.237
H: -0.308 -0.727 -2.686
O: 0.521 -3.051 -0.095
H: 1.209 -2.403 0.091
H: 0.766 -3.804 0.456

---

No. 2
C2H5FN2 | ωB97M-V/def2-TZVPD

SMILES	[H]/N=C(/N)CF
HOMO level	-9.72	eV
HOMO-LUMO gap	10.432	eV
LUMO	0.72	eV
energy above the lowest of the compared OMol25 structures with the same formula, charge and spin	26.7	kcal/mol
E_tot	-7851.19960	eV
multiplicity	1

Positions of all 10 atoms, in Å:
H: 0.967 1.593 0.029
N: -0.038 1.632 -0.067
C: -0.301 0.372 -0.191
N: -1.486 -0.247 -0.272
C: 0.820 -0.510 0.050
F: 1.983 0.155 -0.202
H: -2.265 0.413 0.310
H: -1.426 -1.201 0.128
H: 0.973 -1.335 -0.770
H: 0.772 -0.873 0.985

---

No. 3
C18H57AgF3O14 | ωB97M-V/def2-TZVPD

HOMO level (alpha / beta)	-7.26 / -7.21	eV
HOMO-LUMO gap (alpha / beta)	4.536 / 4.481	eV
LUMO (alpha / beta)	-2.73 / -2.73	eV
energy above the lowest of the compared OMol25 structures with the same formula, charge and spin	139.3	kcal/mol
E_tot	-60393.52252	eV
multiplicity	2

Positions of all 93 atoms, in Å:
Ag: 18.507 -16.841 -23.200
C: 20.985 -20.495 -22.829
O: 20.827 -19.861 -24.110
O: 20.208 -19.669 -21.993
C: 20.677 -22.088 -22.969
F: 21.735 -22.710 -23.561
F: 20.558 -22.667 -21.764
F: 19.542 -22.335 -23.657
C: 21.625 -20.316 -25.206
C: 21.258 -19.508 -26.444
H: 21.783 -18.561 -26.324
H: 21.685 -19.912 -27.362
H: 20.179 -19.361 -26.497
H: 21.489 -21.359 -25.491
H: 22.700 -20.179 -25.089
H: 22.056 -20.432 -22.636
C: 16.995 -12.585 -27.444
C: 17.276 -14.102 -27.533
C: 17.742 -14.499 -28.965
O: 18.248 -14.461 -26.614
H: 16.329 -12.432 -26.595
H: 16.432 -12.282 -28.327
H: 17.934 -12.038 -27.356
H: 16.314 -14.589 -27.375
H: 18.111 -15.516 -29.098
H: 18.481 -13.811 -29.375
H: 16.862 -14.436 -29.606
C: 12.303 -14.128 -32.146
O: 11.293 -15.052 -32.396
H: 12.262 -13.635 -31.175
H: 13.272 -14.618 -32.247
H: 12.306 -13.349 -32.910
H: 10.509 -14.536 -32.598
C: 14.770 -6.628 -26.003
O: 13.991 -7.222 -24.971
H: 15.256 -5.747 -25.584
H: 15.530 -7.361 -26.275
H: 14.118 -6.409 -26.848
H: 13.298 -6.601 -24.735
C: 10.205 -15.232 -27.085
O: 9.876 -15.939 -25.950
H: 9.956 -15.804 -27.979
H: 9.616 -14.324 -27.212
H: 11.290 -15.135 -27.064
H: 10.016 -15.386 -25.178
C: 18.089 -9.834 -22.280
O: 18.866 -10.829 -21.687
H: 18.066 -10.055 -23.347
H: 17.066 -9.919 -21.914
H: 18.465 -8.814 -22.197
H: 18.281 -11.538 -21.410
C: 10.204 -9.237 -27.675
O: 11.521 -9.605 -28.107
H: 9.965 -9.517 -26.649
H: 9.959 -8.178 -27.761
H: 9.558 -9.729 -28.403
H: 12.141 -9.409 -27.400
C: 22.634 -12.780 -28.907
O: 22.205 -12.393 -27.559
H: 22.561 -13.857 -29.059
H: 22.012 -12.309 -29.668
H: 23.663 -12.482 -29.107
H: 21.425 -12.863 -27.255
C: 14.995 -17.996 -34.756
O: 13.946 -17.128 -35.256
H: 15.704 -17.432 -34.150
H: 14.560 -18.749 -34.098
H: 15.479 -18.447 -35.622
H: 13.427 -16.860 -34.494
C: 14.491 -18.392 -24.413
O: 15.822 -18.742 -24.865
H: 14.363 -18.466 -23.333
H: 14.112 -17.414 -24.711
H: 13.820 -19.068 -24.943
H: 15.706 -18.975 -25.789
C: 13.932 -18.999 -29.292
O: 14.900 -19.941 -28.934
H: 13.782 -18.162 -28.610
H: 14.167 -18.626 -30.289
H: 12.907 -19.370 -29.279
H: 14.716 -20.784 -29.356
C: 21.076 -16.071 -34.351
O: 20.552 -16.931 -35.324
H: 20.767 -16.360 -33.347
H: 22.166 -16.097 -34.332
H: 20.618 -15.112 -34.595
H: 20.667 -16.556 -36.200
C: 12.377 -12.522 -23.081
O: 11.732 -13.560 -22.379
H: 11.697 -11.736 -23.410
H: 13.059 -11.973 -22.432
H: 12.955 -12.868 -23.938
H: 12.372 -14.175 -22.014

---

No. 4
C15H12CuF8N4O3S2 | ωB97M-V/def2-TZVPD

HOMO level (alpha / beta)	-13.76 / -13.76	eV
net charge	+2
HOMO-LUMO gap (alpha / beta)	4.808 / 2.793	eV
LUMO (alpha / beta)	-8.96 / -10.97	eV
E_tot	-115880.19058	eV
multiplicity	2

Positions of all 45 atoms, in Å:
N: -3.676 1.557 -2.414
C: -2.837 1.218 -3.618
C: -1.737 2.312 -3.760
C: -0.290 1.841 -3.413
C: -0.169 0.986 -2.109
C: 0.610 1.707 -0.931
C: 1.236 0.602 -0.081
C: 0.451 -0.323 0.731
S: -1.368 -0.189 0.840
O: -1.799 -0.435 2.166
O: -1.859 -1.123 -0.124
F: -1.827 1.267 0.472
C: 1.100 -1.356 1.457
C: 0.368 -2.407 2.306
F: -0.852 -2.819 1.735
F: 1.086 -3.538 2.407
C: 0.160 -1.918 3.817
F: 0.158 -0.586 3.934
F: 1.277 -2.345 4.463
C: -1.038 -2.623 4.535
F: -0.965 -3.964 4.417
F: -0.958 -2.360 5.844
F: -2.238 -2.204 4.121
C: 2.558 -1.393 1.370
N: 3.362 -2.256 2.002
S: 4.922 -1.943 1.684
N: 4.733 -0.673 0.662
C: 3.426 -0.489 0.599
C: 2.708 0.516 -0.152
N: 3.463 1.381 -0.945
C: 3.810 2.418 -0.328
O: 3.877 3.482 0.119
H: -3.774 0.723 -1.832
H: -3.164 2.199 -1.809
H: -3.521 1.146 -4.477
H: -2.372 0.234 -3.376
H: -1.717 2.604 -4.834
H: -1.968 3.251 -3.217
H: 0.308 2.767 -3.241
H: 0.209 1.347 -4.270
H: 0.424 0.076 -2.366
H: -1.126 0.614 -1.707
H: 1.372 2.353 -1.402
H: -0.027 2.384 -0.325
Cu: -2.339 -4.038 1.049

---

No. 5
C32H36BCl5N12OSb2Ti | ωB97M-V/def2-TZVPD

HOMO level (alpha / beta)	-15.60 / -15.61	eV
net charge	+3
HOMO-LUMO gap (alpha / beta)	6.503 / 5.305	eV
LUMO (alpha / beta)	-9.10 / -10.31	eV
energy above the lowest of the compared OMol25 structures with the same formula, charge and spin	33.4	kcal/mol
E_tot	-153155.44071	eV
multiplicity	2

Positions of all 90 atoms, in Å:
Ti: 0.176 -0.153 0.487
C: 2.576 0.983 3.853
C: 2.211 1.142 2.522
N: 1.223 0.294 2.211
N: 0.954 -0.418 3.328
C: 1.746 -0.016 4.328
B: -0.169 -1.490 3.280
N: -1.423 -0.713 2.827
C: -2.629 -0.609 3.397
C: -3.375 0.308 2.676
C: -2.537 0.720 1.651
N: -1.354 0.099 1.748
N: 0.259 -2.472 2.132
C: 0.329 -3.808 2.159
C: 0.894 -4.243 0.971
C: 1.137 -3.082 0.249
N: 0.748 -2.019 0.964
N: -0.345 -2.265 4.538
C: 0.622 -2.967 5.206
C: 0.015 -3.690 6.198
C: -1.355 -3.389 6.067
N: -1.549 -2.554 5.077
H: 3.328 1.511 4.397
H: 2.612 1.820 1.787
H: 1.683 -0.457 5.301
H: -2.868 -1.190 4.271
H: -4.380 0.616 2.873
H: -2.741 1.434 0.866
H: -0.032 -4.374 2.995
H: 1.100 -5.253 0.682
H: 1.590 -2.972 -0.724
H: 1.652 -2.905 4.918
H: 0.469 -4.346 6.911
H: -2.180 -3.746 6.650
C: -2.709 -0.340 -4.373
Sb: -2.201 0.872 -2.653
C: -3.959 0.257 -1.532
C: -3.174 2.910 -3.289
C: -3.584 3.596 -2.093
C: -4.956 3.630 -1.776
C: -5.430 4.378 -0.724
C: -4.531 5.079 0.082
C: -3.172 5.004 -0.168
C: -2.663 4.262 -1.232
C: -1.207 4.205 -1.439
Sb: -0.104 2.722 -0.167
C: -0.384 3.797 1.698
C: 1.784 3.623 -0.755
H: -3.660 0.018 -4.758
H: -2.812 -1.378 -4.065
H: -1.949 -0.261 -5.144
H: -4.721 -0.044 -2.249
H: -4.346 1.072 -0.925
H: -3.711 -0.589 -0.899
H: -3.996 2.590 -3.914
H: -2.401 3.384 -3.876
H: -5.646 3.098 -2.414
H: -6.490 4.436 -0.531
H: -4.897 5.678 0.901
H: -2.484 5.551 0.461
H: -0.740 5.146 -1.152
H: -0.931 3.964 -2.463
H: -0.156 4.851 1.553
H: 0.287 3.388 2.452
H: -1.412 3.690 2.040
H: 1.958 4.528 -0.174
H: 1.740 3.881 -1.812
H: 2.602 2.925 -0.602
Cl: -1.603 -5.802 -3.535
C: -1.360 -4.313 -2.737
C: -0.527 -3.338 -3.311
Cl: 0.264 -3.646 -4.790
C: -0.373 -2.112 -2.669
Cl: 0.577 -0.828 -3.281
C: -0.996 -1.848 -1.448
O: -0.802 -0.688 -0.834
C: -1.794 -2.842 -0.876
Cl: -2.457 -2.483 0.663
C: -1.995 -4.066 -1.508
Cl: -2.991 -5.248 -0.781
N: 5.950 0.678 -2.689
C: 5.296 0.268 -1.614
N: 5.971 -0.214 -0.570
N: 3.975 0.381 -1.636
C: 2.967 0.172 -0.947
N: 1.891 0.100 -0.472
H: 6.955 0.633 -2.750
H: 5.451 1.035 -3.489
H: 6.977 -0.292 -0.597
H: 5.511 -0.539 0.264

---

No. 6
C4H11O | ωB97M-V/def2-TZVPD

HOMO level	-1.77	eV
net charge	-1
HOMO-LUMO gap	5.659	eV
LUMO	3.89	eV
energy above the lowest of the compared OMol25 structures with the same formula, charge and spin	11.2	kcal/mol
E_tot	-6372.72888	eV
multiplicity	1

Positions of all 16 atoms, in Å:
C: 2.501 0.318 0.719
O: 2.488 0.858 -0.525
H: 2.908 -0.722 0.789
H: 1.447 0.185 1.117
H: 3.005 0.977 1.458
C: -1.847 -1.060 0.939
C: -1.695 0.182 0.084
C: -1.434 -0.138 -1.407
H: -0.948 -1.668 0.924
H: -2.100 -0.815 1.970
H: -2.675 -1.674 0.564
H: -2.539 0.865 0.197
H: -0.832 0.743 0.445
H: -2.105 0.402 -2.066
H: -1.772 -1.160 -1.557
H: -0.366 -0.117 -1.619

---

No. 7
C32H22F9MnN2O11P3S | ωB97M-V/def2-TZVPD

HOMO level (alpha / beta)	-2.64 / -2.70	eV
net charge	-2
HOMO-LUMO gap (alpha / beta)	6.574 / 6.636	eV
LUMO (alpha / beta)	3.93 / 3.93	eV
energy above the lowest of the compared OMol25 structures with the same formula, charge and spin	0.0	kcal/mol
E_tot	-153541.48552	eV
multiplicity	6

Positions of all 81 atoms, in Å:
Mn: 1.586 -0.799 -0.502
O: -0.749 -5.654 2.227
C: -0.066 -4.917 3.086
O: 0.122 -5.279 4.228
C: 0.427 -3.596 2.614
C: 1.028 -2.667 3.445
N: 1.288 -1.577 2.706
N: 0.912 -1.747 1.443
C: 0.403 -2.960 1.346
C: -0.019 -3.368 -0.043
O: -0.655 -4.438 -0.160
O: 0.271 -2.564 -0.958
H: -0.862 -5.190 1.321
H: 1.262 -2.725 4.492
H: 1.749 -0.707 2.934
O: 2.952 2.333 -3.293
P: 2.179 1.797 -1.987
O: 0.995 2.639 -1.689
O: 1.998 0.303 -2.214
O: 3.316 1.949 -0.855
P: 3.075 1.756 0.754
O: 4.397 0.956 1.170
O: 3.014 3.056 1.442
O: 1.918 0.776 0.857
H: 2.810 3.283 -3.355
H: 4.308 0.019 0.904
S: 3.683 -2.131 0.079
C: 5.059 -1.929 -1.001
C: 6.281 -2.536 -0.687
C: 7.391 -2.392 -1.502
C: 7.320 -1.633 -2.663
C: 6.112 -1.029 -2.989
C: 4.999 -1.175 -2.177
H: 6.346 -3.127 0.218
H: 8.321 -2.873 -1.221
H: 8.189 -1.510 -3.298
H: 6.027 -0.427 -3.886
H: 4.065 -0.697 -2.448
F: -6.607 -3.905 0.488
C: -6.668 -2.578 0.687
F: -7.214 -2.393 1.912
F: -7.582 -2.100 -0.193
C: -5.337 -1.893 0.548
C: -5.236 -0.558 0.933
C: -4.034 0.104 0.787
C: -2.921 -0.557 0.263
C: -3.033 -1.890 -0.121
C: -4.243 -2.562 0.021
P: -1.302 0.251 -0.048
C: -1.165 1.467 1.295
C: -1.602 1.142 2.579
C: -1.323 1.976 3.650
C: -0.585 3.133 3.438
C: -0.107 3.442 2.171
C: -0.403 2.619 1.099
C: -0.249 4.040 4.585
F: 1.038 3.946 4.971
F: -0.458 5.344 4.288
F: -0.994 3.786 5.689
C: -1.744 1.258 -1.514
C: -2.402 2.483 -1.461
C: -2.704 3.166 -2.623
C: -2.359 2.613 -3.853
C: -1.705 1.396 -3.920
C: -1.393 0.723 -2.746
C: -2.699 3.378 -5.098
F: -2.009 4.537 -5.204
F: -2.459 2.688 -6.230
F: -4.009 3.731 -5.141
H: -6.095 -0.043 1.344
H: -3.953 1.142 1.084
H: -2.188 -2.415 -0.538
H: -4.311 -3.600 -0.270
H: -2.157 0.230 2.757
H: -1.672 1.723 4.642
H: 0.532 4.299 2.016
H: 0.012 2.839 0.122
H: -2.659 2.917 -0.503
H: -3.205 4.123 -2.578
H: -1.414 0.979 -4.873
H: -0.837 -0.205 -2.796

---

No. 8
C50H56IN4O3PSSiTi | ωB97M-V/def2-TZVPD

HOMO level (alpha / beta)	-9.71 / -9.72	eV
net charge	+1
HOMO-LUMO gap (alpha / beta)	7.500 / 7.621	eV
LUMO (alpha / beta)	-2.21 / -2.10	eV
energy above the lowest of the compared OMol25 structures with the same formula, charge and spin	0.0	kcal/mol
E_tot	-124078.06789	eV
multiplicity	2

Positions of all 118 atoms, in Å:
Ti: -0.045 -0.523 0.754
C: -1.644 -0.593 -0.642
Si: -3.030 -1.582 0.157
C: -2.152 -2.262 1.738
N: -1.240 -1.326 2.420
C: -0.414 -2.147 3.331
C: 0.406 -1.347 4.334
C: -0.499 -0.434 5.150
C: -1.262 0.464 4.185
C: -2.066 -0.395 3.214
C: -3.824 -3.146 -0.617
C: -3.212 -4.396 -0.544
C: -3.802 -5.528 -1.076
C: -5.051 -5.445 -1.667
C: -5.688 -4.218 -1.736
C: -5.074 -3.086 -1.232
C: -4.556 -0.510 0.550
C: -5.230 -0.553 1.766
C: -6.398 0.158 1.970
C: -6.930 0.924 0.948
C: -6.289 0.966 -0.279
C: -5.118 0.254 -0.471
H: -2.026 0.395 -0.918
H: -1.288 -1.053 -1.571
H: -1.544 -3.103 1.399
H: -2.860 -2.672 2.468
H: 0.254 -2.764 2.716
H: -1.073 -2.824 3.900
H: 1.157 -0.751 3.813
H: 0.925 -2.047 4.992
H: 0.096 0.173 5.833
H: -1.194 -1.032 5.746
H: -0.547 1.098 3.660
H: -1.948 1.110 4.734
H: -2.639 0.232 2.522
H: -2.784 -0.980 3.814
H: -2.264 -4.499 -0.038
H: -3.292 -6.479 -1.021
H: -5.518 -6.329 -2.071
H: -6.670 -4.145 -2.179
H: -5.589 -2.140 -1.290
H: -4.845 -1.171 2.564
H: -6.902 0.103 2.923
H: -7.843 1.477 1.105
H: -6.708 1.544 -1.089
H: -4.635 0.269 -1.439
I: 1.554 0.754 -1.727
C: 1.911 2.278 -3.278
C: 3.205 2.216 -3.736
C: 3.665 3.041 -4.765
C: 2.810 3.943 -5.327
C: 1.481 4.050 -4.872
C: 0.636 5.001 -5.480
C: -0.657 5.164 -5.074
C: -1.146 4.363 -4.042
C: -0.365 3.411 -3.424
P: -1.210 2.389 -2.155
C: -2.174 3.628 -1.224
C: -1.633 4.879 -0.927
C: -2.234 5.690 0.019
C: -3.377 5.269 0.681
C: -3.904 4.015 0.413
C: -3.292 3.192 -0.513
C: -2.363 1.569 -3.321
C: -3.706 1.870 -3.500
C: -4.483 1.078 -4.331
C: -3.930 -0.010 -4.984
C: -2.582 -0.294 -4.835
C: -1.806 0.490 -4.005
C: 0.987 3.210 -3.817
H: 3.891 1.509 -3.294
H: 4.685 2.946 -5.101
H: 3.137 4.588 -6.129
H: 1.034 5.607 -6.281
H: -1.302 5.891 -5.545
H: -2.170 4.496 -3.717
H: -0.742 5.218 -1.438
H: -1.804 6.656 0.243
H: -3.850 5.914 1.405
H: -4.787 3.666 0.930
H: -3.688 2.202 -0.685
H: -4.150 2.717 -2.997
H: -5.531 1.307 -4.458
H: -4.550 -0.634 -5.609
H: -2.141 -1.133 -5.352
H: -0.753 0.273 -3.880
C: 5.187 -1.594 0.892
N: 4.164 -0.817 1.556
C: 4.425 -0.105 2.680
C: 3.504 0.726 3.201
C: 2.223 0.856 2.546
O: 1.376 1.690 2.892
N: 1.948 -0.003 1.509
C: 2.910 -0.757 0.968
O: 2.734 -1.401 -0.080
H: 6.158 -1.343 1.311
H: 5.174 -1.362 -0.173
H: 5.000 -2.663 1.015
H: 5.405 -0.239 3.116
H: 3.689 1.324 4.076
N: -0.566 1.528 1.009
H: -0.376 2.072 0.161
H: 0.116 1.848 1.725
H: -1.498 1.812 1.318
O: 0.347 -2.423 0.244
S: 0.929 -2.551 -1.151
C: -0.271 -3.656 -2.008
C: 0.136 -5.084 -1.699
C: 1.652 -5.088 -1.860
C: 2.143 -3.924 -1.017
H: -0.155 -3.443 -3.070
H: -1.276 -3.394 -1.690
H: -0.361 -5.792 -2.362
H: -0.128 -5.336 -0.669
H: 1.909 -4.936 -2.910
H: 2.101 -6.027 -1.536
H: 3.103 -3.527 -1.325
H: 2.172 -4.173 0.042